Record 1
{
  "formula": "C4H6O2",
  "method": "ωB97M-V/def2-TZVPD",
  "species": ["C", "O", "C", "C", "O", "C", "H", "H", "H", "H", "H", "H"],
  "positions_angstrom": [[0.282, 1.427, -0.024], [1.470, 0.662, -0.389], [0.672, -0.462, -0.662], [-0.149, -1.272, 0.659], [-1.308, -0.518, 0.300], [-0.631, 0.305, -0.613], [0.255, 2.410, -0.509], [0.206, 1.543, 1.066], [0.988, -1.455, -0.800], [-0.409, -2.371, 0.658], [0.320, -1.041, 1.619], [-1.267, 0.609, -1.447]],
  "forces_ev_per_a": [[-0.1, 0.0, -0.1], [0.0, -0.6, 0.3], [-1.1, -1.0, 2.9], [0.2, 0.8, 0.2], [-0.7, 0.4, 0.5], [-0.3, 0.2, -0.3], [0.1, -0.3, 0.0], [-0.1, -0.1, -0.3], [1.5, -0.4, -2.9], [0.7, 1.0, -0.5], [-0.3, 0.3, 0.2], [0.1, -0.1, -0.1]],
  "mulliken_charge": [-0.4560, -0.4072, -0.0881, -0.5596, -0.4303, 0.0725, 0.2765, 0.2222, 0.4732, 0.3116, 0.2421, 0.3429],
  "e_homo_ev": -8.866,
  "relative_energy_kj_mol": 441.72,
  "lumo_energy_ev": 1.0507
}

Record 2
{
  "formula": "C4H6O2",
  "method": "ωB97M-V/def2-TZVPD",
  "species": ["C", "C", "O", "C", "C", "O", "H", "H", "H", "H", "H", "H"],
  "positions_angstrom": [[1.012, 0.431, 1.047], [-0.299, 0.810, 0.393], [-0.356, 1.118, -0.986], [-0.997, -0.081, -0.554], [-0.303, -1.268, -1.147], [-0.810, -2.348, -1.315], [0.842, -0.262, 1.882], [1.677, -0.064, 0.334], [1.527, 1.310, 1.446], [-0.931, 1.499, 0.951], [-2.088, -0.119, -0.560], [0.725, -1.026, -1.491]],
  "forces_ev_per_a": [[0.0, 0.1, -0.1], [0.1, -0.1, 0.3], [0.1, 0.2, -0.1], [-0.1, -0.1, -0.1], [-0.1, -0.2, 0.0], [0.1, 0.4, 0.1], [-0.1, 0.2, -0.2], [-0.1, 0.1, 0.1], [-0.1, -0.1, -0.1], [0.0, -0.3, 0.2], [0.2, 0.1, -0.1], [-0.1, -0.2, 0.0]],
  "mulliken_charge": [-1.1560, 0.0863, -0.4330, 0.1502, -0.2489, -0.4693, 0.2835, 0.3207, 0.3237, 0.4176, 0.4077, 0.3173],
  "e_homo_ev": -10.163,
  "relative_energy_kj_mol": 183.51,
  "lumo_energy_ev": 0.8109
}

Record 3
{
  "formula": "C4H6O2",
  "method": "ωB97M-V/def2-TZVPD",
  "species": ["C", "C", "C", "C", "O", "O", "H", "H", "H", "H", "H", "H"],
  "positions_angstrom": [[-1.625, -0.363, -0.191], [-0.611, -1.443, 0.070], [1.575, 1.472, 0.568], [1.779, 0.750, -0.509], [1.949, 0.114, -1.475], [0.273, -1.373, 0.894], [-1.475, 0.470, 0.498], [-2.638, -0.768, -0.081], [-1.524, -0.007, -1.224], [-0.712, -2.350, -0.561], [1.830, 2.524, 0.568], [1.181, 0.975, 1.446]],
  "forces_ev_per_a": [[0.1, 0.1, 0.1], [0.2, 0.0, 0.2], [0.0, -0.1, -0.1], [0.1, -0.3, -0.6], [-0.2, 0.6, 0.9], [-0.4, 0.0, -0.3], [0.0, -0.1, -0.1], [0.2, 0.0, 0.0], [0.0, -0.1, 0.1], [0.0, 0.0, 0.1], [0.0, -0.2, -0.1], [0.1, 0.0, -0.1]],
  "mulliken_charge": [-0.9019, 0.1342, -0.9550, 0.7613, -0.3810, -0.4646, 0.2709, 0.3469, 0.2784, 0.3275, 0.2574, 0.3259],
  "e_homo_ev": -9.160,
  "relative_energy_kj_mol": 163.88,
  "lumo_energy_ev": 0.9333
}

Record 4
{
  "formula": "C4H6O2",
  "method": "ωB97M-V/def2-TZVPD",
  "species": ["O", "C", "C", "C", "O", "C", "H", "H", "H", "H", "H", "H"],
  "positions_angstrom": [[-1.569, -0.422, 1.023], [-0.569, -0.570, 0.037], [-0.503, 0.749, -0.778], [0.963, 0.847, -0.385], [1.958, 1.265, -0.920], [0.924, -0.350, 0.525], [-1.570, -1.183, 1.618], [-0.749, -1.468, -0.567], [-1.118, 1.515, -0.297], [-0.709, 0.711, -1.850], [1.819, -0.720, -0.006], [1.121, -0.375, 1.599]],
  "forces_ev_per_a": [[0.3, -0.2, 0.3], [0.3, 0.0, -0.3], [0.0, 0.1, -0.1], [0.4, 0.5, -0.3], [-0.7, 0.8, 0.1], [0.2, 0.1, 0.0], [0.1, 0.1, -0.2], [0.2, 0.2, 0.1], [0.0, -0.1, 0.0], [0.0, 0.0, 0.2], [-0.7, -1.7, 0.5], [-0.2, 0.4, -0.2]],
  "mulliken_charge": [-0.5425, 0.4120, -0.7861, 0.6010, -0.5685, -0.8070, 0.3065, 0.3078, 0.2430, 0.2802, 0.2419, 0.3117],
  "e_homo_ev": -9.564,
  "relative_energy_kj_mol": 191.48,
  "lumo_energy_ev": 0.7388
}

Record 5
{
  "formula": "C4H6O2",
  "method": "ωB97M-V/def2-TZVPD",
  "species": ["O", "C", "C", "C", "C", "O", "H", "H", "H", "H", "H", "H"],
  "positions_angstrom": [[1.097, 1.319, -1.164], [-0.050, 1.235, -0.574], [-0.874, 0.066, -0.133], [-0.057, -1.192, -0.029], [0.696, -0.305, 0.976], [-0.696, 0.384, 1.248], [-0.560, 2.199, -0.479], [-1.909, 0.106, -0.492], [0.456, -1.569, -0.922], [-0.675, -1.987, 0.416], [1.552, 0.521, -0.758], [1.020, -0.775, 1.911]],
  "forces_ev_per_a": [[-0.2, -0.1, 0.3], [0.0, 0.1, -0.2], [-0.2, 0.0, -0.2], [0.1, 0.0, -0.1], [0.2, -0.3, 0.4], [-0.1, 0.1, 0.2], [0.1, -0.1, 0.0], [0.1, 0.0, 0.0], [-0.1, 0.1, 0.1], [0.1, 0.1, 0.0], [0.0, 0.0, -0.1], [0.0, 0.1, -0.2]],
  "mulliken_charge": [-0.4239, 0.1143, -0.0185, -0.2696, -0.8182, -0.4350, 0.3618, 0.4377, 0.2373, 0.2529, 0.4176, 0.1437],
  "e_homo_ev": [-7.257, -7.253],
  "relative_energy_kj_mol": 631.42,
  "lumo_energy_ev": [-0.5249, -0.5292]
}

Record 6
{
  "formula": "C4H6O2",
  "method": "ωB97M-V/def2-TZVPD",
  "species": ["C", "C", "C", "O", "C", "O", "H", "H", "H", "H", "H", "H"],
  "positions_angstrom": [[-1.719, 0.113, -0.830], [-0.310, 0.099, -0.309], [0.335, 1.192, 0.093], [1.598, 1.262, 0.586], [2.217, -1.797, 1.312], [2.141, -2.895, 1.581], [-2.380, -0.513, -0.220], [-2.131, 1.128, -0.828], [-1.771, -0.264, -1.859], [0.200, -0.865, -0.269], [-0.124, 2.178, 0.057], [1.944, 0.362, 0.685]],
  "forces_ev_per_a": [[-0.1, 0.0, 0.0], [0.1, 0.1, 0.0], [-0.4, 0.0, -0.1], [0.1, -0.2, 0.0], [0.0, -1.4, 0.3], [0.1, 1.3, -0.3], [0.1, 0.1, -0.1], [0.1, -0.1, 0.0], [0.0, 0.0, 0.2], [-0.1, 0.2, 0.0], [0.0, -0.2, 0.0], [0.0, 0.2, 0.0]],
  "mulliken_charge": [-1.1017, -0.0557, 0.1313, -0.4205, 0.0414, -0.0891, 0.2699, 0.3035, 0.2701, 0.1297, 0.2843, 0.2369],
  "e_homo_ev": -8.582,
  "relative_energy_kj_mol": 124.29,
  "lumo_energy_ev": 0.8331
}